Entry from the Open Molecules 2025 dataset: a single C6H7Br molecule at a distorted geometry (ωB97M-V with the def2-TZVPD basis set).

Element x y z (Å)
C -0.26680 1.24327 -0.42416
C -0.68227 2.45637 -0.06346
C 0.75286 -1.11214 -0.67195
C 0.44665 -0.86131 0.83941
C -1.80503 -0.96727 -0.21006
C -0.51374 -0.21270 -0.22364
Br -3.34986 0.08019 0.11338
H -0.30567 3.29576 -0.44986
H -1.35878 2.58301 0.80008
H 1.59387 -0.60183 -1.13618
H 0.44827 -2.17922 -0.79099
H -0.06328 -1.80672 1.20517
H 1.06951 -0.06073 1.28226
H -2.09831 -1.73064 -0.91074

The LUMO energy (alpha / beta) is -0.315 / -0.087 eV. The value obtained for the energy above the lowest of the compared OMol25 structures with the same formula, charge and spin is 4.843 eV. Its orbital gap (alpha / beta) is 7.877 / 8.108 eV. As for the HOMO energy (alpha / beta): -8.19 / -8.20 eV. Its largest force on an atom is 5.017 eV/Å.